No. 1
Computed, not measured: C2H5N3O as an isolated structure at a distorted geometry, with wB97M-V/def2-TZVPD.

Output
Energy relative to the best compared isomer or geometry (same formula, charge and spin) ... 3.812 eV
Total charge ... 0

Last column: Löwdin charge in e.
Element x y z (Å)
1 C -0.556568 0.766091 -0.948694  -0.32
2 C -0.019226 -0.528563 0.068122  -0.49
3 N -0.839707 1.164208 0.446380  0.13
4 N 1.296577 -0.707017 -0.266691  0.13
5 N -0.800557 -1.325609 0.672357  0.06
6 O 0.045262 1.494725 -1.685915  0.05
7 H -1.650631 0.759030 0.900397  0.09
8 H -0.608096 2.103560 0.769123  0.11
9 H 1.852145 -1.351128 0.273273  0.10
10 H 1.707085 -0.106959 -0.965316  0.09
11 H -0.426284 -2.268337 0.736965  0.04

Atoms 1-2, force components in eV/Å:
C 1.77 -0.41 4.58
C -0.08 -2.20 -3.75

No. 2
Computed, not measured: a 2-piece molecular cluster, C2H5N3O2 overall at a distorted geometry, with wB97M-V/def2-TZVPD.

Output
Structure (SMILES) ... C1=NNCO1.N=O
Energy relative to the best compared isomer or geometry (same formula, charge and spin) ... 6.412 eV
Total charge ... 0

Last column: Löwdin charge in e.
Element x y z (Å)
1 C 0.180156 0.612016 0.125016  -0.22
2 N 1.390316 0.578432 -0.293277  0.04
3 N 1.293447 0.031712 -1.566859  -0.09
4 C -0.094647 -0.239273 -1.935704  -0.20
5 O -0.807119 0.100880 -0.738419  -0.06
6 H -0.105735 0.964520 1.123245  0.09
7 H 2.171993 -0.195106 -2.069910  0.14
8 H -0.383460 0.414128 -2.844314  0.13
9 H -0.195561 -1.343565 -2.199603  0.12
10 N -1.038845 -0.040117 3.107394  0.02
11 O -1.771443 0.196853 4.060904  -0.07
12 H -0.639101 -1.080480 3.231526  0.10

Atoms 1-2, force components in eV/Å:
C 0.50 0.04 0.18
N -1.60 -0.34 -0.35

Number 1: HOMO -8.356 eV, LUMO level 0.3 eV. Number 2: HOMO -7.882 eV, LUMO level -0.7 eV.